Entry 1:
Formula: C58H62N12O10PS4SeTl
Source: the OMol25 dataset
Level of theory: ωB97M-V with the def2-TZVPD basis set

## Properties
Lowest unoccupied orbital energy in eV: 3.34
2S+1: 1
Gap between HOMO and LUMO in eV: 6.34
Charge: -2
Energy relative to the best compared isomer or geometry (same formula, charge and spin) in kcal/mol: 22.83

Last column: Löwdin charge in e.
Element x y z (Å)
Tl: -0.04 0.20 0.19  0.8522
N: -4.16 -0.97 -0.13  0.1239
C: -3.95 -0.31 -1.28  -0.6997
N: -2.81 0.15 -1.69  0.1150
C: -2.93 0.76 -2.92  -0.3319
C: -4.18 0.78 -3.45  -0.3795
S: -5.29 0.00 -2.39  0.9829
C: -1.75 1.37 -3.56  -0.3213
C: -1.74 1.91 -4.80  -0.3845
S: -0.18 2.55 -5.15  0.9890
C: 0.35 2.02 -3.57  -0.6948
N: -0.55 1.41 -2.88  0.1149
N: 1.64 2.22 -3.15  0.0742
H: -3.39 -1.15 0.52  0.0940
H: -5.08 -1.30 0.10  0.0879
H: -4.51 1.23 -4.37  0.0584
H: -2.55 1.99 -5.51  0.0565
H: 2.12 2.99 -3.60  0.0619
H: 1.74 2.21 -2.14  0.0013
Se: 6.56 -4.45 3.98  1.0089
N: 6.26 -2.72 3.62  -0.2426
C: 5.03 -2.63 3.19  -0.3290
C: 4.41 -1.38 2.76  -0.0971
C: 5.03 -0.14 2.91  -0.0041
C: 4.39 0.98 2.44  -0.0436
C: 3.20 0.82 1.74  -0.1045
N: 2.61 -0.35 1.59  0.1223
C: 3.15 -1.42 2.15  -0.1540
C: 2.33 -2.66 2.24  -0.1355
N: 1.03 -2.53 1.95  0.1764
C: 0.24 -3.58 2.13  -0.1109
C: 0.71 -4.83 2.54  -0.0284
C: 2.05 -4.97 2.82  -0.0139
C: 2.88 -3.86 2.70  -0.0984
C: 4.28 -3.88 3.12  -0.3307
N: 4.91 -4.95 3.49  -0.2428
H: 5.99 -0.09 3.42  0.1093
H: 4.81 1.97 2.58  0.0975
H: 2.72 1.66 1.24  0.0824
H: -0.81 -3.41 1.93  0.0705
H: 0.02 -5.66 2.64  0.1025
H: 2.47 -5.91 3.16  0.1066
O: 1.08 -0.26 4.46  -0.0249
C: 0.12 -0.13 3.68  -0.6584
O: 0.05 0.63 2.68  -0.1709
C: -1.11 -0.98 4.02  -0.0342
C: -1.47 -1.01 5.34  0.0562
C: -2.61 -1.73 5.77  -0.1629
C: -3.32 -2.50 4.89  0.0553
C: -2.93 -2.54 3.57  -0.0742
C: -1.88 -1.68 3.02  -0.3298
O: -1.67 -1.56 1.80  -0.1510
N: -3.65 -3.43 2.72  -0.3393
O: -4.80 -3.76 3.02  0.0185
O: -3.10 -3.89 1.72  0.0299
N: -3.00 -1.71 7.16  -0.3750
O: -4.00 -2.33 7.50  0.0140
O: -2.31 -1.07 7.95  0.0351
H: -0.86 -0.49 6.06  0.1238
H: -4.15 -3.11 5.23  0.1209
C: 4.40 -0.55 -3.13  -0.3244
P: 2.81 -0.83 -2.23  0.7959
C: 1.81 -1.42 -3.66  -0.3129
C: 3.21 -2.45 -1.45  -0.3076
H: 4.71 -1.44 -3.70  0.0282
H: 5.19 -0.29 -2.42  0.0090
H: 4.27 0.28 -3.82  0.0241
H: 2.29 -2.27 -4.15  0.0320
H: 1.70 -0.60 -4.38  0.0234
H: 0.82 -1.71 -3.32  -0.0201
H: 3.64 -3.16 -2.17  0.0328
H: 2.29 -2.88 -1.04  -0.0060
H: 3.91 -2.30 -0.63  0.0232
C: 1.05 -6.42 -2.30  -0.1186
C: -0.07 -7.44 -2.46  -0.2595
C: -1.46 -6.97 -2.01  -0.2012
C: -2.25 -6.15 -3.03  -0.1968
N: -1.83 -4.75 -3.17  -0.0103
C: -1.92 -3.93 -2.04  -0.8444
S: -0.59 -3.18 -1.39  0.6887
N: -3.14 -3.80 -1.49  0.0199
C: -4.41 -3.80 -2.20  -0.1817
C: -5.57 -4.29 -1.33  -0.1926
C: -5.60 -5.79 -1.02  -0.2569
C: -4.62 -6.23 0.06  -0.1066
H: 2.02 -6.88 -2.53  0.0658
H: 1.09 -6.04 -1.28  0.0661
H: 0.93 -5.55 -2.95  0.0450
H: 0.19 -8.33 -1.88  0.0969
H: -0.14 -7.77 -3.51  0.0986
H: -1.36 -6.39 -1.09  0.1048
H: -2.07 -7.85 -1.76  0.1064
H: -3.30 -6.16 -2.74  0.0780
H: -2.18 -6.61 -4.01  0.1153
H: -0.89 -4.67 -3.53  0.0818
H: -3.12 -3.21 -0.66  0.0843
H: -4.31 -4.40 -3.10  0.1091
H: -4.63 -2.77 -2.52  0.0804
H: -6.49 -4.01 -1.85  0.1076
H: -5.55 -3.73 -0.39  0.1042
H: -5.43 -6.35 -1.94  0.0923
H: -6.62 -6.04 -0.69  0.0975
H: -3.60 -5.97 -0.20  0.0454
H: -4.68 -7.31 0.22  0.0672
H: -4.85 -5.73 1.01  0.0565
O: 2.14 2.86 -0.63  -0.5378
S: 2.02 4.28 -1.09  0.9827
C: 3.77 4.64 -1.69  -0.2683
C: 4.83 3.93 -0.92  -0.2769
C: 4.99 2.55 -1.03  -0.0354
C: 5.94 1.88 -0.28  -0.0854
C: 6.77 2.57 0.59  -0.1120
C: 6.63 3.95 0.71  -0.0968
C: 5.66 4.62 -0.04  -0.0634
C: 2.16 5.38 0.39  -0.2458
C: 1.42 4.92 1.60  -0.2701
C: 2.02 4.01 2.45  -0.0436
C: 1.34 3.50 3.55  -0.0648
C: 0.05 3.95 3.82  -0.0761
C: -0.54 4.90 3.00  -0.0742
C: 0.14 5.38 1.89  -0.0603
H: 3.89 5.72 -1.67  0.0870
H: 3.74 4.31 -2.73  0.0725
H: 4.34 1.99 -1.69  0.0883
H: 6.02 0.80 -0.37  0.1008
H: 7.51 2.05 1.18  0.0995
H: 7.26 4.50 1.39  0.0950
H: 5.56 5.69 0.06  0.1058
H: 1.81 6.35 0.03  0.0983
H: 3.23 5.44 0.61  0.0684
H: 3.03 3.67 2.23  0.0975
H: 1.78 2.73 4.17  0.1052
H: -0.50 3.52 4.65  0.1041
H: -1.55 5.23 3.20  0.0997
H: -0.34 6.09 1.23  0.1089
O: -0.41 4.45 -0.77  -0.1344
C: -1.32 3.70 -0.34  -0.6279
O: -1.20 2.58 0.17  -0.1341
C: -2.75 4.21 -0.52  -0.1126
C: -3.01 5.46 -1.07  -0.0388
C: -4.32 5.91 -1.23  -0.1100
C: -5.38 5.10 -0.84  -0.1229
C: -5.13 3.84 -0.30  -0.0947
C: -3.82 3.41 -0.13  -0.0222
H: -2.17 6.07 -1.37  0.1042
H: -4.51 6.88 -1.66  0.0862
H: -6.40 5.44 -0.97  0.0852
H: -5.95 3.20 0.00  0.0927
H: -3.59 2.44 0.29  0.1113

Entry 2:
Formula: C58H65BBrF9N7P2SSiSr
Source: the OMol25 dataset
Level of theory: ωB97M-V with the def2-TZVPD basis set

## Properties
Lowest unoccupied orbital energy in eV: 2.10
2S+1: 1
Gap between HOMO and LUMO in eV: 6.93
Charge: -1
Energy relative to the best compared isomer or geometry (same formula, charge and spin) in kcal/mol: 0.00

Last column: Löwdin charge in e.
Element x y z (Å)
Sr: -0.03 -1.17 -0.36  1.1664
C: 1.84 -2.83 0.37  -0.3811
Si: 1.51 -3.68 1.92  0.5484
C: 0.67 -2.51 3.17  -0.2312
N: -0.38 -1.66 2.60  -0.2208
C: -1.63 -2.36 2.23  -0.2190
C: -2.75 -2.26 3.28  -0.1735
C: -2.17 -2.20 4.69  -0.1904
C: -1.28 -0.95 4.82  -0.1670
C: -0.70 -0.53 3.46  -0.2071
C: 0.55 -5.31 1.74  -0.2275
C: 0.92 -6.18 0.72  -0.1106
C: 0.30 -7.42 0.56  -0.0996
C: -0.71 -7.81 1.43  -0.1048
C: -1.08 -6.96 2.46  -0.0915
C: -0.45 -5.73 2.61  -0.0998
C: 3.10 -4.25 2.82  -0.2289
C: 4.19 -4.68 2.05  -0.1027
C: 5.37 -5.09 2.64  -0.0977
C: 5.52 -5.07 4.02  -0.1141
C: 4.46 -4.63 4.81  -0.1143
C: 3.27 -4.23 4.21  -0.1164
H: 2.00 -3.53 -0.47  -0.0398
H: 2.75 -2.25 0.48  -0.0597
H: 1.47 -1.84 3.50  0.0659
H: 0.34 -3.05 4.07  0.0742
H: -1.40 -3.41 2.02  0.0969
H: -2.01 -1.94 1.30  0.0328
H: -3.43 -3.10 3.16  0.1038
H: -3.34 -1.35 3.10  0.1156
H: -1.58 -3.10 4.87  0.0893
H: -2.96 -2.19 5.44  0.1032
H: -0.47 -1.13 5.54  0.0930
H: -1.87 -0.12 5.22  0.0939
H: 0.20 0.07 3.60  0.0377
H: -1.42 0.10 2.93  0.1103
H: 1.70 -5.89 0.02  0.0951
H: 0.60 -8.07 -0.25  0.0967
H: -1.20 -8.76 1.30  0.0935
H: -1.87 -7.25 3.14  0.0958
H: -0.76 -5.09 3.43  0.0877
H: 4.10 -4.67 0.97  0.0981
H: 6.20 -5.43 2.02  0.0956
H: 6.44 -5.38 4.48  0.0923
H: 4.56 -4.60 5.89  0.0923
H: 2.46 -3.89 4.84  0.0921
B: -4.08 -2.64 -0.34  -0.4228
N: -3.92 -1.12 -0.65  -0.0837
C: -4.94 -0.32 -1.01  -0.1211
C: -4.51 0.99 -1.00  -0.0822
C: -3.17 0.89 -0.62  -0.1910
N: -2.83 -0.38 -0.39  0.0085
N: -2.97 -3.51 -1.01  -0.0818
C: -3.17 -4.75 -1.47  -0.1068
C: -1.95 -5.32 -1.78  -0.0766
C: -1.03 -4.32 -1.46  -0.2103
N: -1.65 -3.23 -1.00  -0.0353
H: -4.05 -2.81 0.86  0.0646
H: -5.14 -2.99 -0.81  0.0690
H: -5.90 -0.75 -1.25  0.1118
H: -5.06 1.87 -1.26  0.0893
H: -2.44 1.67 -0.49  0.0152
H: -4.17 -5.15 -1.54  0.1107
H: -1.76 -6.31 -2.15  0.0874
H: 0.04 -4.33 -1.54  0.0906
F: -2.74 8.06 -1.88  0.1245
C: -2.41 6.99 -1.15  -0.1390
C: -2.63 7.01 0.22  -0.1369
F: -3.16 8.09 0.80  0.1192
C: -2.28 5.90 0.97  -0.2150
F: -2.49 5.99 2.29  0.1011
C: -1.73 4.75 0.41  -0.3076
P: -1.24 3.29 1.44  1.1204
C: -2.68 3.17 2.55  -0.3767
C: -3.97 3.33 2.05  -0.1021
C: -5.08 3.10 2.84  -0.0779
C: -4.93 2.70 4.16  -0.0923
C: -3.65 2.51 4.67  -0.0874
C: -2.54 2.73 3.87  -0.1137
C: 0.10 4.12 2.38  -0.3662
C: 1.35 4.01 1.78  -0.1490
C: 2.46 4.59 2.37  -0.1117
C: 2.34 5.25 3.58  -0.0941
C: 1.09 5.35 4.19  -0.0853
C: -0.02 4.79 3.59  -0.0977
C: -1.50 4.77 -0.97  -0.5665
Br: -0.65 3.35 -1.86  0.9551
C: -1.84 5.88 -1.73  -0.2643
F: -1.63 5.91 -3.05  0.0733
H: -4.11 3.63 1.01  0.1034
H: -6.07 3.22 2.42  0.1027
H: -5.79 2.53 4.78  0.0978
H: -3.52 2.19 5.69  0.1002
H: -1.55 2.54 4.27  0.1023
H: 1.46 3.45 0.85  0.0794
H: 3.43 4.49 1.90  0.1071
H: 3.21 5.68 4.06  0.0987
H: 0.99 5.86 5.14  0.0984
H: -0.99 4.91 4.06  0.0942
F: 1.22 1.30 -2.70  -0.1616
C: 1.74 0.64 -1.54  -0.3552
F: 1.93 1.70 -0.64  -0.1007
C: 3.17 0.31 -1.98  -0.6076
F: 3.82 -0.39 -1.04  0.1082
F: 3.95 1.39 -2.25  0.1143
F: 3.17 -0.44 -3.10  0.1077
C: -1.20 -2.97 -4.41  -0.2860
P: -0.46 -1.46 -3.68  0.9028
C: 0.76 -1.07 -5.00  -0.2866
C: -1.78 -0.24 -4.10  -0.3743
C: -3.12 -0.58 -3.95  -0.1031
C: -4.12 0.33 -4.28  -0.0987
C: -3.79 1.60 -4.74  -0.0979
C: -2.45 1.95 -4.85  -0.1048
C: -1.45 1.04 -4.54  -0.1280
H: -1.50 -2.79 -5.45  0.0483
H: -2.05 -3.31 -3.83  0.0143
H: -0.45 -3.77 -4.39  0.0389
H: 0.25 -0.90 -5.95  0.0467
H: 1.43 -1.92 -5.09  0.0410
H: 1.35 -0.20 -4.73  0.0134
H: -3.40 -1.55 -3.56  0.0971
H: -5.16 0.05 -4.15  0.1014
H: -4.56 2.31 -4.99  0.0961
H: -2.18 2.95 -5.19  0.0991
H: -0.42 1.33 -4.62  0.0872
C: 3.06 1.45 6.82  -0.0940
C: 2.26 0.32 6.17  -0.2921
N: 3.02 -0.44 5.20  -0.0166
C: 3.24 -0.04 3.92  -0.8115
S: 2.47 1.29 3.26  0.7454
N: 4.08 -0.84 3.23  0.0096
C: 4.46 -0.63 1.85  -0.2812
C: 5.79 0.10 1.71  -0.0747
H: 2.45 1.98 7.55  0.0699
H: 3.38 2.15 6.05  0.0544
H: 3.94 1.05 7.33  0.0681
H: 1.39 0.74 5.65  0.0712
H: 1.89 -0.38 6.92  0.1113
H: 3.64 -1.15 5.58  0.1318
H: 4.47 -1.64 3.70  0.1285
H: 3.67 -0.07 1.37  0.0620
H: 4.51 -1.61 1.37  0.0981
H: 5.71 1.09 2.17  0.0683
H: 6.04 0.23 0.66  0.0693
H: 6.60 -0.45 2.20  0.0677

Entry 3:
Formula: C58H71ClF3N8O18P
Source: the OMol25 dataset
Level of theory: ωB97M-V with the def2-TZVPD basis set

## Properties
SMILES: CCCCCCCCCCCC[C@]1(P(=O)(O)O)OC(=O)[C@@](Cl)(CCC(F)(F)F)[C@]1(N)C[C@H](O)CN.O=[N+]([O-])c1ccccc1.O=[N+]([O-])c1ccccc1.O=[N+]([O-])c1ccccc1.O=[N+]([O-])c1ccccc1.O=[N+]([O-])c1ccccc1.O=[N+]([O-])c1ccccc1
Lowest unoccupied orbital energy in eV: -0.91
2S+1: 1
Gap between HOMO and LUMO in eV: 8.15
Charge: 0

Last column: Löwdin charge in e.
Element x y z (Å)
C: -2.72 5.09 4.71  -0.1200
C: -3.45 5.48 3.43  -0.2600
C: -2.53 6.20 2.42  -0.2135
C: -2.52 5.59 1.02  -0.2076
C: -2.32 4.06 1.01  -0.2004
C: -3.54 3.32 0.43  -0.1961
C: -3.70 1.89 1.01  -0.1913
C: -3.32 0.80 -0.02  -0.2027
C: -2.45 -0.31 0.57  -0.2274
C: -2.01 -1.34 -0.48  -0.1921
C: -0.85 -2.23 0.01  -0.1985
C: 0.54 -1.72 -0.41  -0.1354
C: 1.18 -2.40 -1.67  -0.3341
P: 1.42 -1.11 -2.94  0.5369
O: 2.06 -1.48 -4.21  -0.2571
O: 2.18 0.07 -2.18  -0.0971
O: -0.09 -0.61 -3.15  -0.0966
O: 0.23 -3.30 -2.27  0.0287
C: 0.44 -4.57 -1.80  -0.4405
O: -0.28 -5.48 -2.12  0.1634
C: 1.68 -4.60 -0.88  -0.5506
Cl: 1.21 -4.45 0.86  0.8309
C: 2.48 -5.90 -0.96  -0.1833
C: 1.68 -7.17 -0.67  -0.0751
C: 2.60 -8.37 -0.57  -0.6007
F: 3.02 -8.59 0.70  0.1228
F: 2.00 -9.51 -0.97  0.1293
F: 3.73 -8.26 -1.31  0.1121
C: 2.40 -3.35 -1.48  -0.3783
N: 2.73 -3.87 -2.81  0.1056
C: 3.70 -2.87 -0.82  -0.0399
C: 3.79 -1.65 0.11  -0.3742
O: 5.07 -1.03 -0.10  -0.0374
C: 3.67 -1.97 1.60  -0.2298
N: 3.51 -0.72 2.37  0.0295
H: -3.39 4.69 5.46  0.0655
H: -2.24 5.98 5.13  0.0702
H: -1.91 4.39 4.50  0.0668
H: -3.90 4.59 2.99  0.0925
H: -4.28 6.14 3.72  0.1018
H: -2.82 7.25 2.35  0.1038
H: -1.51 6.17 2.81  0.1035
H: -1.71 6.05 0.45  0.0989
H: -3.44 5.87 0.51  0.1071
H: -1.45 3.83 0.40  0.1026
H: -2.14 3.69 2.02  0.0913
H: -3.43 3.24 -0.65  0.1053
H: -4.44 3.89 0.67  0.0895
H: -3.06 1.77 1.88  0.0996
H: -4.73 1.73 1.31  0.0724
H: -4.23 0.33 -0.41  0.1117
H: -2.76 1.24 -0.84  0.1042
H: -1.57 0.13 1.05  0.1142
H: -3.00 -0.82 1.37  0.1171
H: -1.71 -0.78 -1.37  0.0891
H: -2.87 -1.98 -0.70  0.1169
H: -0.88 -2.22 1.10  0.1058
H: -1.05 -3.25 -0.27  0.0837
H: 1.21 -1.77 0.44  0.0770
H: 0.44 -0.65 -0.61  0.1047
H: 2.24 0.84 -2.76  0.0910
H: -0.10 0.05 -3.86  0.0965
H: 2.96 -6.01 -1.92  0.1046
H: 3.27 -5.83 -0.21  0.1187
H: 0.96 -7.40 -1.45  0.1242
H: 1.15 -7.13 0.28  0.1144
H: 2.35 -3.35 -3.59  0.0633
H: 3.69 -4.14 -2.94  0.0638
H: 4.43 -2.68 -1.60  0.1163
H: 4.10 -3.72 -0.25  0.1218
H: 3.08 -0.85 -0.11  0.1144
H: 5.75 -1.67 0.15  0.0862
H: 2.83 -2.62 1.81  0.0613
H: 4.59 -2.47 1.91  0.1209
H: 4.31 -0.55 2.96  0.0368
H: 2.67 -0.72 2.92  0.0649
C: 3.89 4.14 -4.85  -0.0696
C: 3.60 4.47 -3.53  -0.0638
C: 2.28 4.62 -3.13  -0.0056
C: 1.28 4.43 -4.06  -0.1540
C: 1.54 4.11 -5.38  -0.0072
C: 2.87 3.96 -5.77  -0.0644
N: -0.13 4.56 -3.63  -0.3565
O: -0.33 4.85 -2.47  0.0783
O: -0.99 4.34 -4.45  0.0792
H: 4.92 4.03 -5.16  0.1082
H: 4.39 4.61 -2.81  0.1100
H: 2.04 4.87 -2.10  0.1206
H: 0.74 3.97 -6.08  0.1189
H: 3.10 3.71 -6.79  0.1089
C: 7.91 -8.15 -5.38  -0.0656
C: 8.43 -6.87 -5.48  -0.0631
C: 7.88 -5.84 -4.73  -0.0004
C: 6.81 -6.12 -3.90  -0.1409
C: 6.28 -7.39 -3.78  0.0090
C: 6.84 -8.41 -4.53  -0.0559
N: 6.23 -5.04 -3.10  -0.3261
O: 6.69 -3.92 -3.21  0.0997
O: 5.31 -5.33 -2.35  0.0479
H: 8.35 -8.95 -5.96  0.1082
H: 9.26 -6.67 -6.14  0.1087
H: 8.27 -4.83 -4.80  0.1200
H: 5.45 -7.58 -3.12  0.1085
H: 6.44 -9.41 -4.46  0.1114
C: 8.61 0.59 4.84  -0.0651
C: 8.68 0.48 6.22  -0.0602
C: 7.53 0.50 6.98  0.0019
C: 6.31 0.62 6.33  -0.1571
C: 6.22 0.73 4.96  -0.0171
C: 7.38 0.72 4.21  -0.0572
N: 5.07 0.63 7.13  -0.3556
O: 5.18 0.56 8.34  0.0770
O: 4.02 0.75 6.54  0.0707
H: 9.52 0.58 4.25  0.1085
H: 9.64 0.39 6.71  0.1094
H: 7.57 0.42 8.06  0.1207
H: 5.26 0.83 4.48  0.1059
H: 7.33 0.81 3.13  0.1114
C: -9.88 -0.99 0.04  -0.0639
C: -10.44 0.16 -0.48  -0.0610
C: -9.81 1.38 -0.33  0.0016
C: -8.60 1.42 0.35  -0.1458
C: -8.02 0.29 0.88  -0.0026
C: -8.67 -0.93 0.73  -0.0607
N: -7.91 2.71 0.50  -0.3421
O: -8.44 3.70 0.04  0.0857
O: -6.84 2.71 1.07  0.0646
H: -10.38 -1.94 -0.08  0.1036
H: -11.39 0.11 -1.01  0.0928
H: -10.24 2.29 -0.73  0.1192
H: -7.08 0.35 1.41  0.1147
H: -8.23 -1.83 1.14  0.1080
C: -12.15 -0.30 -6.84  -0.0688
C: -11.23 -1.06 -6.13  -0.0627
C: -11.49 -1.43 -4.82  -0.0010
C: -12.68 -1.02 -4.25  -0.1483
C: -13.61 -0.25 -4.93  -0.0026
C: -13.33 0.11 -6.24  -0.0639
N: -12.97 -1.41 -2.86  -0.3523
O: -12.13 -2.06 -2.27  0.0608
O: -14.03 -1.06 -2.38  0.0840
H: -11.94 -0.02 -7.86  0.1077
H: -10.31 -1.38 -6.60  0.1091
H: -10.79 -2.02 -4.26  0.1202
H: -14.52 0.06 -4.45  0.1197
H: -14.05 0.70 -6.79  0.1085
C: 4.71 4.20 7.77  -0.0571
C: 4.62 5.46 8.33  -0.0604
C: 4.55 6.58 7.51  -0.0037
C: 4.57 6.40 6.14  -0.1482
C: 4.66 5.15 5.57  0.0048
C: 4.73 4.04 6.39  -0.0546
N: 4.48 7.58 5.27  -0.3564
O: 4.42 8.67 5.80  0.0779
O: 4.48 7.40 4.07  0.0759
H: 4.75 3.33 8.41  0.1001
H: 4.60 5.58 9.40  0.1085
H: 4.48 7.57 7.93  0.1188
H: 4.68 5.04 4.49  0.1196
H: 4.80 3.06 5.96  0.0788